Density functional theory data (ωB97M-V with the def2-TZVPD basis set) for a 2-piece molecular cluster, CH2N2O3S overall at a distorted geometry.

Results
Kohn-Sham gap in Ha: 0.36328
Highest occupied orbital energy in hartree: -0.375
E in Eh: -772.60832
ΔE to the lowest compared entry with this formula, charge and spin in kcal per mole: 61.8

Geometry as ORCA input:
```
! wB97M-V def2-TZVPD RIJCOSX def2/J DEFGRID3
* xyz 0 1
C -1.00 -0.19 -1.08
N -2.26 -1.45 0.07
N -0.03 0.10 -0.23
O -1.30 -0.06 -2.16
O -1.83 -4.03 -0.02
O -0.13 -2.49 -0.91
S -1.44 -2.66 -0.32
H -0.29 0.26 0.71
H 0.56 -0.72 -0.20
*
```

These are the natural (NBO) partial charges, in e, on atoms 1 to 6:
1 C 0.97
2 N -0.99
3 N -0.86
4 O -0.38
5 O -0.84
6 O -0.94

***

Density functional theory data (ωB97M-V with the def2-TZVPD basis set) for the molecule C13H19N3O.

Results
Kohn-Sham gap in Ha: 0.28313
Highest occupied orbital energy in hartree: -0.252
E in Eh: -746.20311
ΔE to the lowest compared entry with this formula, charge and spin in kcal per mole: 66.4

Geometry as ORCA input:
```
! wB97M-V def2-TZVPD RIJCOSX def2/J DEFGRID3
* xyz 0 1
C -2.77 4.15 -2.75
N -1.72 4.24 -1.76
C -0.88 5.41 -1.81
N -1.12 3.17 -1.24
C -1.53 1.97 -1.39
C -0.86 0.88 -0.72
C -1.29 -0.44 -0.92
C -0.66 -1.50 -0.30
C 0.42 -1.29 0.56
N 1.05 -2.34 1.19
C 0.43 -3.64 1.31
C 0.94 -4.32 2.57
O 2.34 -4.54 2.55
C 3.04 -3.57 1.80
C 2.35 -2.21 1.80
C 0.85 0.04 0.77
C 0.22 1.09 0.13
H -3.13 5.16 -2.95
H -3.59 3.55 -2.36
H -2.42 3.71 -3.69
H -1.48 6.30 -1.63
H -0.38 5.51 -2.78
H -0.12 5.32 -1.04
H -2.39 1.70 -2.01
H -2.12 -0.63 -1.58
H -1.01 -2.50 -0.50
H 0.65 -4.27 0.44
H -0.65 -3.52 1.39
H 0.68 -3.71 3.45
H 0.48 -5.31 2.69
H 4.04 -3.49 2.24
H 3.15 -3.92 0.76
H 2.96 -1.51 1.22
H 2.28 -1.83 2.83
H 1.66 0.24 1.44
H 0.55 2.10 0.30
*
```

These are the natural (NBO) partial charges, in e, on atoms 1 to 6:
1 C -0.44
2 N -0.24
3 C -0.40
4 N -0.22
5 C -0.03
6 C -0.13